19
Properties=species:S:1:pos:R:3:mulliken_charge:R:1 method="wB97M-V/def2-TZVPD" gap_ev=5.8 homo_energy_ev=-1.5 spin_multiplicity=1 charge=-1
O 1.18176 -0.72066 -2.48197 -0.574
N -0.86382 0.72948 1.10271 -0.682
C 0.32707 1.28465 0.49046 -0.676
C 0.69011 0.01061 -1.65990 -0.122
C 1.20857 0.35913 -0.34079 -0.266
C -2.15097 -1.04689 2.06952 -1.165
C -0.79206 -0.63836 1.48533 -0.126
H -0.21941 0.57710 -1.94656 0.457
H -2.09119 -2.09274 2.39836 0.343
H 0.70009 -0.67591 -0.31958 -0.073
H -0.01136 2.09899 -0.16502 0.349
H 1.85413 1.74037 -4.30500 0.192
H 1.89662 1.38677 -3.63805 -0.205
H 2.27791 0.27355 -0.20450 0.457
H 0.94548 1.77147 1.28099 0.261
H 0.00334 -0.86515 2.23734 0.209
H -0.66089 -1.30601 0.59656 0.031
H -2.89381 -0.96758 1.27753 0.269
H -2.39517 -0.44755 2.95443 0.321

***

97
Properties=species:S:1:pos:R:3:mulliken_charge:R:1 method="wB97M-V/def2-TZVPD" gap_ev="5.2 / 5.2" homo_energy_ev="-9.6 / -9.6" spin_multiplicity=1 charge=+1
Ce 0.31475 0.05736 0.27325 0.208
Br 2.37524 0.34089 -2.45643 -0.094
Cl 3.41928 -4.10898 -0.99624 -0.150
Cl 5.31608 -0.59552 2.60968 -0.133
Cl 5.62015 -3.07445 0.75554 -0.186
Cl 2.30713 0.25369 3.37502 -0.116
Cl 0.38968 -3.65796 -0.02818 -0.099
S -2.19903 -2.80487 6.25966 -0.192
O -0.98286 1.84895 0.57836 -0.135
O -3.18097 2.16614 0.20542 -0.602
O 1.92032 1.89839 0.08855 0.008
O -1.73833 -0.84016 0.10344 -0.381
O -4.13522 0.41524 -3.17919 -0.740
N -0.15450 -4.33474 5.73951 -0.151
N 0.40144 -3.17939 6.04975 -0.715
N -1.96483 0.43116 -1.90976 -0.647
N -0.53730 0.12996 2.80731 -0.108
N -0.15405 -1.10255 7.01554 -0.438
N -0.55094 0.27684 -2.17132 0.452
C -0.56769 -2.65797 -4.84613 -0.143
C 3.05050 -2.97639 0.19992 0.249
C -2.42714 -0.74405 -1.06975 0.795
C 1.58946 -1.57947 1.43230 0.147
C 4.71754 2.82438 0.61532 -1.311
C -6.05776 -1.07302 0.10630 -0.882
C 0.80088 5.54830 -1.32644 -1.529
C -4.72173 0.05820 -2.00583 0.931
C 4.12330 -2.35642 0.94679 0.113
C -0.18014 -0.05105 -3.35373 -0.731
C -1.20833 -3.35293 -7.06769 -0.464
C -1.46141 -3.27487 -5.68873 -0.553
C -0.51324 -2.27757 6.42222 0.556
C 3.10642 6.32509 -1.37339 -0.953
C 0.08731 -3.05029 -7.56569 -0.578
C 5.34367 7.50525 -1.17574 -1.342
C -6.71691 -0.24000 -0.77930 -0.352
C -2.22304 -5.51812 5.42734 -0.249
C -6.09985 0.30271 -1.88957 -0.838
C 4.12314 3.95021 -0.17421 0.857
C 2.24891 5.31759 -1.06479 1.022
C -4.63398 -1.25695 0.02331 -0.836
C 0.64996 -2.13102 -5.37693 0.979
C 1.73273 3.09434 -0.21022 0.019
C 1.71363 -2.72308 0.62517 -0.275
C 4.91668 5.05454 -0.46453 -0.896
C 3.92773 -1.33266 1.84978 -0.032
C -1.46437 -4.32884 5.82021 0.287
C 4.49813 6.30251 -1.00155 0.010
C -2.52403 1.64129 2.45537 -0.888
C 2.58922 -0.92682 2.12044 0.524
C -2.25357 1.92665 0.97647 0.310
C 2.71825 4.03503 -0.56480 0.489
C 1.15170 -0.45803 -3.62799 0.247
C 1.51700 -1.20515 -4.70039 -0.812
C 0.97247 -2.44316 -6.71781 -0.630
C -1.95909 0.23297 2.99401 -0.613
C -1.36989 -6.67111 4.78985 -1.162
C -3.96575 -0.58162 -1.03354 0.124
H -2.00118 -3.74893 -7.65495 0.409
H 0.66906 6.44265 -2.00794 0.380
H -2.01973 -7.38678 4.34280 0.410
H -2.86563 -5.75909 6.30420 0.324
H -2.21647 -1.57864 -1.76549 0.360
H 5.96499 4.93771 -0.31981 0.494
H -0.10592 -0.72778 3.16604 0.219
H 5.63137 3.19662 0.98368 0.482
H 4.02938 2.57847 1.43575 0.207
H 0.30855 5.82707 -0.41320 0.365
H -2.20115 0.05960 4.09193 0.411
H 4.75444 8.41803 -1.04175 0.393
H 0.40108 -3.32844 -8.56177 0.403
H -6.57085 -1.53887 0.92084 0.423
H 0.83288 -1.12481 7.36703 0.270
H -0.80799 -7.05015 5.64362 0.287
H -3.66358 1.55439 2.55823 0.361
H -1.99455 1.23739 -1.27065 0.145
H -7.76913 0.03955 -0.54473 0.328
H 0.31666 4.64900 -1.70428 0.381
H -2.42366 -3.66202 -5.34920 0.389
H -2.14681 2.36141 3.12558 0.413
H 4.94401 1.93733 0.01449 0.267
H -0.03322 0.93470 3.15239 0.223
H 2.55438 -1.11793 -5.14872 0.262
H -0.82837 -0.53517 7.55855 0.231
H 5.83703 7.50421 -2.17358 0.282
H -2.51528 -0.52179 2.40924 0.224
H 0.68732 3.41562 -0.33845 0.026
H -3.11903 0.51457 -2.98089 0.631
H -0.81201 -2.49721 -3.77448 0.375
H 1.93122 -2.10794 -7.10983 0.300
H -0.94579 -0.10687 -4.13797 0.655
H -4.11294 -1.96002 0.68571 0.437
H 6.04573 7.58584 -0.38673 0.431
H 2.74386 7.14900 -1.95857 0.412
H -6.62573 0.79332 -2.71588 0.447
H -0.64961 -6.30669 4.06211 0.277
H -2.92010 -5.10577 4.69078 0.291

***

15
Properties=species:S:1:pos:R:3:mulliken_charge:R:1 method="wB97M-V/def2-TZVPD" gap_ev=8.1 homo_energy_ev=-13.9 spin_multiplicity=1 charge=+1
N 0.83476 -0.89493 -0.71421 -0.012
C -1.45920 1.81685 0.59849 -0.408
C 1.04735 -0.65758 0.54599 -0.281
C -0.19759 2.11984 0.99478 -0.763
C -0.00469 -2.02824 -1.19389 -0.716
H -2.21918 1.33196 1.17168 0.313
H 1.36295 0.33339 0.64061 0.394
H 1.62440 -0.65002 -1.29255 0.310
H 0.73183 -1.26226 1.36186 0.324
H 0.04466 1.99180 2.09798 0.377
H 0.67006 -2.80132 -1.63130 0.309
H -0.63751 -2.43503 -0.39289 0.328
H -1.63303 2.14285 -0.45760 0.228
H -0.71058 -1.67045 -1.97632 0.290
H 0.54577 2.66314 0.24736 0.307

***

In Eh, the E values for the records above are, in order, -327.57202; -7962.27437; -212.80062.
In g/mol, the molecular weight values for the records above are, in order, 102.2; 1101.1; 72.1.